[1]
{"formula": "C25H29N8O3PTi", "method": "ωB97M-V with the def2-TZVPD basis set", "symbols": ["Ti", "N", "C", "C", "N", "C", "C", "N", "H", "H", "H", "H", "H", "H", "H", "H", "H", "H", "H", "H", "H", "O", "N", "O", "O", "N", "C", "C", "N", "C", "N", "N", "P", "C", "C", "C", "C", "C", "C", "C", "C", "C", "C", "C", "C", "C", "C", "C", "C", "C", "C", "H", "H", "H", "H", "H", "H", "H", "H", "H", "H", "H", "H", "H", "H", "H", "H"], "xyz": [[-0.939, 1.219, 0.546], [-0.839, 1.181, 2.590], [-2.064, 0.537, 2.991], [-2.513, -0.496, 1.928], [-2.507, -0.043, 0.517], [-3.789, 0.537, 0.099], [-3.891, 2.014, 0.552], [-2.546, 2.510, 0.452], [-0.502, 1.900, 3.059], [0.187, 0.378, 2.675], [-1.921, 0.032, 3.952], [-2.844, 1.288, 3.140], [-1.803, -1.332, 1.983], [-3.485, -0.921, 2.205], [-2.146, -0.990, -0.130], [-3.808, 0.517, -0.998], [-4.651, -0.047, 0.440], [-4.579, 2.573, -0.088], [-4.249, 2.078, 1.583], [-2.350, 2.828, -0.841], [-2.194, 3.528, 0.712], [-1.749, 1.964, -3.304], [-1.827, 2.035, -1.972], [-0.939, 1.219, -1.397], [-0.324, 3.113, 0.546], [-0.522, 4.111, 1.462], [0.511, 4.844, 1.757], [0.253, 5.881, 2.725], [0.106, 6.737, 3.504], [1.828, 4.668, 1.186], [2.928, 4.628, 0.799], [-0.309, -0.719, 0.546], [0.873, -1.319, -0.452], [0.224, -1.088, -2.091], [-0.600, -2.077, -2.655], [-1.164, -1.912, -3.920], [-0.916, -0.750, -4.643], [-0.116, 0.250, -4.094], [0.437, 0.088, -2.821], [2.375, -0.457, -0.053], [2.662, -0.167, 1.293], [3.846, 0.474, 1.658], [4.767, 0.836, 0.680], [4.509, 0.541, -0.657], [3.327, -0.113, -1.019], [1.124, -3.050, -0.107], [2.073, -3.763, -0.856], [2.294, -5.120, -0.622], [1.569, -5.782, 0.365], [0.626, -5.087, 1.117], [0.404, -3.728, 0.884], [-0.825, -2.984, -2.098], [-1.807, -2.685, -4.332], [-1.357, -0.618, -5.628], [0.065, 1.165, -4.652], [1.025, 0.899, -2.398], [1.961, -0.457, 2.073], [4.048, 0.685, 2.705], [5.689, 1.337, 0.962], [5.234, 0.813, -1.419], [3.164, -0.357, -2.065], [2.645, -3.257, -1.630], [3.032, -5.659, -1.210], [1.741, -6.839, 0.549], [0.060, -5.603, 1.890], [-0.339, -3.206, 1.483], [0.822, 1.219, 0.546]], "lowdin_charge": [0.83, -0.08, -0.22, -0.21, -0.24, -0.19, -0.24, -0.16, 0.02, 0.24, 0.12, 0.11, 0.08, 0.12, 0.22, 0.11, 0.12, 0.12, 0.10, 0.20, 0.12, -0.03, -0.05, -0.28, -0.39, 0.01, -0.30, -0.17, 0.15, -0.15, 0.17, -0.37, 0.83, -0.30, -0.09, -0.09, -0.08, -0.10, -0.12, -0.33, -0.12, -0.08, -0.08, -0.07, -0.08, -0.30, -0.07, -0.08, -0.09, -0.08, -0.07, 0.10, 0.10, 0.11, 0.11, 0.12, 0.08, 0.10, 0.10, 0.10, 0.10, 0.11, 0.10, 0.10, 0.10, 0.09, 0.05], "total_charge": 0, "largest_force_ev_per_a": 8.268, "e_lumo_ev": -0.7390, "homo_lumo_gap_ev": 6.356, "total_energy_ha": -2824.300717}

=====

[2]
{"formula": "C25H30Cl8FN3O", "method": "ωB97M-V with the def2-TZVPD basis set", "symbols": ["O", "C", "C", "C", "C", "C", "C", "C", "N", "C", "C", "N", "C", "C", "F", "N", "C", "C", "C", "C", "C", "C", "H", "H", "H", "H", "H", "H", "H", "H", "H", "H", "H", "H", "H", "H", "Cl", "C", "C", "Cl", "H", "H", "H", "H", "Cl", "C", "C", "Cl", "H", "H", "H", "H", "Cl", "C", "C", "Cl", "H", "H", "H", "H", "Cl", "C", "C", "Cl", "H", "H", "H", "H"], "xyz": [[3.381, -7.393, 1.514], [2.651, -6.542, 1.077], [1.329, -6.288, 1.748], [0.144, -6.005, 0.789], [-0.553, -4.680, 1.000], [-1.967, -4.632, 1.056], [-2.632, -3.457, 1.276], [-1.940, -2.244, 1.470], [-2.648, -1.103, 1.721], [-1.900, -0.047, 1.889], [-0.491, -0.050, 1.789], [0.208, -1.125, 1.547], [-0.540, -2.255, 1.401], [0.106, -3.493, 1.170], [1.445, -3.475, 1.124], [3.037, -5.771, -0.057], [3.826, -4.611, 0.248], [3.860, -3.574, -0.680], [4.577, -2.417, -0.424], [5.280, -2.249, 0.764], [5.260, -3.295, 1.678], [4.546, -4.459, 1.425], [1.116, -7.185, 2.319], [1.385, -5.479, 2.471], [0.400, -6.150, -0.259], [-0.620, -6.747, 1.019], [-2.562, -5.524, 0.927], [-3.710, -3.457, 1.332], [-2.396, 0.889, 2.114], [0.036, 0.888, 1.930], [3.518, -6.364, -0.721], [3.331, -3.638, -1.621], [4.582, -1.601, -1.134], [5.816, -1.339, 0.978], [5.798, -3.170, 2.608], [4.549, -5.239, 2.173], [-4.896, 3.496, -1.025], [-5.222, 1.984, -0.136], [-5.569, 2.240, 1.308], [-4.173, 2.847, 2.237], [-4.346, 1.347, -0.228], [-6.056, 1.497, -0.634], [-5.882, 1.308, 1.777], [-6.374, 2.963, 1.405], [1.055, 6.276, 0.889], [1.943, 4.962, 1.701], [1.473, 3.601, 1.259], [-0.183, 3.247, 1.823], [1.828, 5.095, 2.774], [2.995, 5.087, 1.448], [2.124, 2.835, 1.679], [1.484, 3.508, 0.176], [-3.413, 1.618, -5.182], [-5.134, 1.658, -5.642], [-6.030, 1.938, -4.463], [-6.052, 0.586, -3.301], [-5.377, 0.707, -6.109], [-5.248, 2.448, -6.382], [-7.053, 2.079, -4.806], [-5.718, 2.831, -3.927], [3.185, 7.905, -3.836], [2.570, 8.266, -2.202], [3.671, 8.674, -1.258], [4.767, 7.320, -0.879], [2.044, 7.386, -1.839], [1.855, 9.081, -2.303], [3.238, 9.005, -0.315], [4.269, 9.484, -1.668]], "lowdin_charge": [0.11, -0.46, -0.08, -0.11, -0.14, -0.02, -0.02, -0.22, 0.14, -0.12, -0.12, 0.15, -0.14, -0.16, 0.10, 0.10, -0.26, -0.04, -0.09, -0.09, -0.08, -0.03, 0.12, 0.13, 0.12, 0.11, 0.11, 0.11, 0.04, 0.02, 0.14, 0.11, 0.10, 0.10, 0.10, 0.11, 0.55, -0.67, -0.64, 0.56, 0.07, 0.03, 0.08, 0.07, 0.55, -0.65, -0.63, 0.59, 0.07, 0.07, 0.08, 0.07, 0.54, -0.67, -0.66, 0.56, 0.07, 0.07, 0.07, 0.04, 0.54, -0.67, -0.67, 0.53, 0.04, 0.07, 0.07, 0.07], "de_lowest_kcal_mol": 0.00, "total_charge": 0, "largest_force_ev_per_a": 0.943, "e_lumo_ev": -0.1629, "homo_lumo_gap_ev": 8.549, "total_energy_ha": -4991.557973}

=====

[3]
{"formula": "C25H30ClN5NaO5S4", "method": "ωB97M-V with the def2-TZVPD basis set", "symbols": ["Na", "C", "C", "S", "C", "C", "S", "C", "C", "S", "C", "C", "S", "H", "H", "H", "H", "H", "H", "H", "H", "H", "H", "H", "H", "H", "H", "H", "H", "O", "C", "O", "C", "C", "Cl", "N", "N", "C", "C", "O", "O", "C", "C", "C", "C", "C", "C", "H", "H", "H", "H", "H", "H", "N", "C", "C", "N", "C", "C", "N", "H", "H", "H", "H", "H", "C", "C", "O", "H", "H", "H"], "xyz": [[-0.219, -0.602, -1.286], [0.885, 1.147, 3.659], [0.069, -0.141, 3.683], [0.397, -1.192, 2.248], [-0.655, -2.589, 2.692], [-2.158, -2.305, 2.719], [-2.783, -1.965, 1.058], [-4.034, -0.708, 1.402], [-3.484, 0.646, 1.848], [-2.383, 1.292, 0.572], [-1.936, 2.872, 1.307], [-1.081, 2.807, 2.572], [0.586, 2.197, 2.225], [1.954, 0.925, 3.634], [0.700, 1.700, 4.584], [-0.993, 0.111, 3.719], [0.305, -0.697, 4.596], [-0.343, -2.985, 3.662], [-0.437, -3.358, 1.946], [-2.365, -1.462, 3.380], [-2.666, -3.173, 3.144], [-4.759, -1.071, 2.133], [-4.570, -0.589, 0.458], [-2.959, 0.532, 2.800], [-4.320, 1.330, 2.018], [-2.840, 3.448, 1.521], [-1.404, 3.403, 0.513], [-1.556, 2.161, 3.313], [-1.026, 3.806, 3.010], [2.627, 3.529, -4.490], [3.493, 3.539, -3.505], [4.534, 4.163, -3.556], [3.120, 2.798, -2.260], [3.983, 2.568, -1.210], [5.642, 2.916, -1.024], [3.313, 1.854, -0.271], [2.049, 1.605, -0.653], [1.911, 2.169, -1.838], [0.574, 1.972, -2.548], [0.528, 2.304, -3.757], [-0.318, 1.450, -1.862], [3.778, 1.361, 0.982], [4.432, 2.212, 1.860], [4.879, 1.717, 3.077], [4.658, 0.388, 3.415], [3.968, -0.443, 2.544], [3.521, 0.040, 1.322], [1.758, 2.992, -4.258], [4.577, 3.251, 1.599], [5.392, 2.379, 3.763], [5.012, 0.004, 4.365], [3.760, -1.472, 2.809], [2.958, -0.589, 0.648], [5.649, -0.972, -2.201], [4.492, -1.597, -1.774], [3.245, -0.962, -1.891], [2.143, -1.521, -1.435], [2.238, -2.736, -0.883], [3.472, -3.342, -0.758], [4.604, -2.782, -1.193], [5.541, -0.278, -2.924], [6.424, -1.600, -2.340], [3.170, 0.023, -2.344], [1.304, -3.209, -0.596], [3.558, -4.320, -0.298], [-1.285, -1.713, -3.656], [-0.573, -2.785, -2.771], [-0.870, -2.644, -1.561], [-1.736, -2.235, -4.507], [-0.552, -1.025, -4.099], [-2.073, -1.144, -3.129]], "lowdin_charge": [0.22, -0.54, -0.52, 0.87, -0.54, -0.53, 0.88, -0.56, -0.55, 0.89, -0.54, -0.53, 0.88, 0.04, 0.08, 0.04, 0.09, 0.07, 0.07, 0.05, 0.07, 0.08, 0.07, 0.05, 0.08, 0.07, 0.07, 0.06, 0.07, 0.10, -0.53, 0.04, -0.06, -0.59, 0.79, -0.08, 0.16, -0.13, -0.57, 0.02, -0.06, -0.22, -0.05, -0.08, -0.10, -0.09, -0.03, 0.06, 0.10, 0.10, 0.10, 0.11, 0.08, 0.12, -0.37, -0.08, 0.08, -0.13, -0.12, 0.12, 0.09, 0.09, 0.11, 0.09, 0.10, -0.16, -0.34, -0.29, 0.04, 0.05, 0.06], "de_lowest_kcal_mol": 6.16, "total_charge": -1, "largest_force_ev_per_a": 0.531, "e_lumo_ev": 1.8170, "homo_lumo_gap_ev": 4.393, "total_energy_ha": -3835.992932}